Entry 1:
The following is a DFT calculation (wB97M-V/def2-TZVPD) of a 10-piece molecular cluster, C32H74BO17 overall in a non-equilibrium geometry.

CARTESIAN COORDINATES (ANGSTROEM)
H 3.18 -1.48 4.39
H -0.38 -2.94 -6.56
H -3.61 4.75 1.61
H -2.41 -4.87 0.31
H -0.48 -3.04 -0.11
H -1.27 -3.20 3.35
H -0.99 2.46 3.61
H 0.88 4.38 -5.03
H 1.02 -3.69 -2.12
H 0.57 1.89 4.25
H -3.45 -3.79 -0.39
H -3.22 -4.46 -2.75
C 2.24 -0.77 -1.56
H 2.99 2.02 0.70
C -0.22 0.63 0.67
C -1.59 4.24 1.13
O -1.04 5.36 -2.41
C -2.69 1.95 -2.73
H -0.80 -5.14 -4.31
H 2.72 -3.48 1.97
C -2.48 -3.80 0.09
H 0.76 -1.49 3.41
H 0.23 -6.08 -3.24
H -1.55 4.82 0.21
O -0.42 2.75 6.54
H -3.18 -2.11 4.89
C 0.21 5.30 -3.08
C 2.61 -1.99 0.41
C 5.24 1.87 4.17
H -2.99 0.89 5.87
O 0.13 -2.84 4.87
H -0.17 -1.88 -5.23
O 2.78 -1.89 -0.98
H 1.53 0.39 -7.39
H 3.04 -1.21 1.03
O -2.39 6.01 2.62
H 0.87 -4.94 -4.39
C -0.32 -0.82 -7.07
H -0.02 1.27 -7.35
C -1.59 -0.17 0.93
H -2.70 3.99 2.92
O -1.10 -4.18 -1.82
H 1.87 3.24 1.46
H 1.52 -1.89 0.43
H 0.72 -0.85 5.02
C 0.07 -3.86 -2.64
O -1.95 -0.75 1.94
O 4.75 2.35 2.94
C -1.34 -3.28 -0.74
O -2.31 2.02 -1.46
B -1.62 0.81 -1.06
H 3.74 -0.36 -3.23
H 2.86 1.33 2.88
H -0.79 0.85 3.79
O -0.29 1.17 -0.47
O -3.29 2.80 -3.42
H -5.21 -2.81 -2.31
C 2.97 -3.38 0.91
C -1.00 1.70 5.77
H 2.59 -2.32 5.71
H -2.84 -3.47 -4.13
H -0.55 5.47 -4.99
O -2.40 0.04 -0.08
C 0.13 -2.02 -6.27
C 0.07 -5.09 -3.67
H -2.45 -3.34 1.08
H -1.81 -0.28 -5.91
C -2.64 4.72 2.11
H 5.01 2.52 5.01
C 6.69 1.62 4.09
O -1.42 0.03 -2.27
C 0.57 0.48 -6.88
H 0.95 4.78 -2.47
C 0.00 4.69 -4.48
H 2.87 2.85 3.50
H 7.16 2.55 4.39
H -0.14 -1.01 -8.13
H 4.73 0.93 4.34
H 0.54 6.33 -3.20
H -3.70 -2.05 -2.09
H -2.86 2.53 5.19
H -1.75 -3.78 4.88
H -1.55 4.55 -2.53
H -0.79 0.74 6.25
C 2.69 -0.59 -3.05
O -4.49 -1.49 -3.79
H -0.71 3.87 -4.42
H -1.57 -2.32 -1.20
H 3.51 3.65 1.02
O 0.83 0.70 1.39
H -3.68 -1.17 -4.20
H 2.57 0.07 -0.96
H 2.41 -1.51 -3.57
O -1.67 -0.46 -6.84
H 1.19 -2.28 -6.20
H -1.89 -0.92 4.44
H 2.40 -4.13 0.37
H 7.04 0.86 4.79
H -4.28 -4.30 -4.17
H -2.83 2.35 6.86
H 7.08 1.25 3.14
C -3.65 -3.76 -3.47
O -2.14 0.34 -4.41
H 2.60 -3.06 4.10
H -1.79 3.20 0.85
H 0.73 0.65 -5.82
C 3.36 2.29 2.70
C -2.49 1.85 5.96
H -2.34 6.64 1.90
C -1.25 -2.93 4.40
H -0.66 3.53 6.04
C -2.04 0.66 -3.25
C 2.88 2.84 1.40
H -0.61 4.11 1.58
H -1.72 -1.58 5.95
H -0.16 -2.95 -3.19
C -0.51 1.77 4.31
C -2.12 -1.84 4.97
H 1.16 -0.82 -1.67
H 2.06 0.14 -3.55
H 4.03 -3.55 0.69
C 2.36 -2.15 4.66
C -4.30 -2.55 -2.85
C 0.94 -1.75 4.45

Values from the calculation:
- spin multiplicity = 1
- M (g/mol) = 741.739
- frontier orbital gap (eV) = 9.681
- LUMO level (eV) = 2.07
- ΔE to the lowest compared entry with this formula, charge and spin (kJ/mol) = 228.1
- net charge = -1

Entry 2:
The following is a DFT calculation (wB97M-V/def2-TZVPD) of C32H74Cl12O10 as an isolated structure in a non-equilibrium geometry.

CARTESIAN COORDINATES (ANGSTROEM)
H -17.16 -2.10 13.42
H -13.44 -0.10 14.45
H -22.27 -4.33 13.34
C -21.36 2.01 17.79
C -22.51 -4.60 14.37
H -19.27 0.96 20.90
H -26.27 -3.53 13.26
H -15.65 -6.94 12.87
O -24.98 -4.64 14.42
C -21.96 2.13 16.37
H -19.92 -2.12 16.21
Cl -19.82 -3.32 17.35
H -14.94 -1.85 10.58
O -22.53 -3.42 15.16
H -19.89 -1.04 19.08
C -18.08 -1.00 15.73
H -20.60 3.05 20.07
H -15.62 -4.36 12.97
Cl -19.58 -2.94 20.51
C -23.84 -5.43 14.49
H -19.16 -0.73 20.41
C -21.69 0.15 13.87
C -18.22 -0.36 8.85
C -13.30 -0.59 15.41
H -24.51 0.00 16.37
O -17.77 2.64 19.73
H -14.71 -2.31 15.22
H -22.34 3.12 20.67
O -16.22 -2.86 11.76
H -17.12 -3.46 19.70
C -21.32 -2.66 15.23
H -21.76 -2.05 17.82
O -22.23 2.57 18.73
H -21.25 1.65 15.71
H -16.97 4.56 19.16
H -17.74 0.04 15.79
H -15.03 -3.03 15.05
H -21.58 1.59 20.43
C -18.24 2.29 18.43
O -16.62 -3.38 16.12
H -17.45 2.58 17.74
H -17.90 -1.71 11.86
C -16.05 -3.30 14.81
C -17.35 -2.89 18.80
H -16.16 -2.07 17.19
H -21.70 -5.27 14.68
H -16.50 1.82 14.10
O -17.11 -0.69 9.59
H -18.33 0.52 17.26
H -15.48 1.06 15.35
H -14.31 -1.92 16.81
H -17.21 -4.80 13.66
H -18.08 -4.83 16.65
H -18.53 -3.78 15.30
H -23.76 -5.86 15.49
H -26.07 -5.10 12.63
Cl -13.57 2.97 15.55
H -22.79 -0.16 15.62
H -21.70 -3.61 18.65
Cl -20.69 -0.01 15.95
H -21.51 -1.82 15.90
Cl -16.02 -0.52 15.90
H -23.06 0.00 17.32
C -18.00 -3.82 16.25
C -16.77 -2.05 9.52
H -19.16 2.87 18.34
C -25.51 -4.31 13.14
H -20.72 0.17 20.48
H -15.65 3.73 16.15
H -19.32 -0.97 17.50
Cl -14.74 -2.37 18.94
H -16.95 -7.13 14.03
C -21.60 2.62 20.05
C -16.19 -4.52 13.88
Cl -23.29 -0.66 13.88
H -15.25 -3.46 10.08
H -20.65 1.57 12.62
H -21.94 3.18 16.09
C -21.66 1.21 12.83
C -21.11 -2.72 18.39
H -17.59 0.32 18.83
H -18.40 0.71 8.90
H -17.24 -1.53 16.16
O -19.71 0.43 18.88
C -15.75 -2.57 10.46
H -19.13 -0.78 9.27
H -16.32 -2.12 8.53
C -15.90 -6.88 13.93
O -23.37 1.73 16.26
H -20.57 -3.24 15.77
H -20.50 2.68 17.75
C -20.50 -1.84 19.51
H -24.84 -3.91 12.38
H -20.94 1.05 18.09
Cl -18.23 -1.42 13.99
Cl -17.88 -1.21 18.99
Cl -22.70 2.61 13.41
C -16.12 1.91 15.12
H -22.10 0.75 11.95
H -20.98 -2.24 14.28
H -15.89 -3.81 17.49
C -17.38 4.02 20.01
C -16.96 -1.82 12.39
H -18.11 4.71 20.43
H -16.57 4.06 20.74
C -19.67 0.22 20.21
H -16.57 -2.49 14.29
H -21.48 0.60 14.84
Cl -12.99 0.70 16.54
O -15.52 -5.68 14.42
C -18.41 0.82 18.31
C -15.31 3.17 15.28
H -18.04 -0.63 7.80
C -19.43 -1.18 16.43
H -15.24 -7.61 14.40
H -17.70 -2.60 9.35
C -14.46 -1.45 15.84
Cl -17.52 1.72 16.24
H -21.23 -1.34 20.15
H -15.42 3.83 14.42
H -20.99 -0.68 13.74
H -18.58 -3.14 16.88
H -12.42 -1.23 15.34
H -23.82 -6.33 13.87
C -23.46 0.29 16.35
C -16.06 -2.84 17.95
H -16.53 -0.84 12.19
H -18.08 -3.47 18.25

Values from the calculation:
- spin multiplicity = 1
- M (g/mol) = 1044.370
- frontier orbital gap (eV) = 8.633
- LUMO level (eV) = 0.13
- net charge = 0